No. 1
Formula: C88H203N13O14
Source: the Open Molecules 2025 dataset
Level of theory: wB97M-V/def2-TZVPD

The calculation puts the energy at -142562.361 eV. For the HOMO-LUMO gap, the calculation gives 8.3 eV. The LUMO energy comes out at 0.0150 hartree.

Geometry as XYZ:
```
318
C88H203N13O14 wB97M-V/def2-TZVPD
C -0.998 3.770 -3.855
O -0.273 4.779 -3.188
H -1.209 2.829 -3.347
H -1.944 4.307 -3.935
H -0.636 3.610 -4.871
H -0.561 4.888 -2.279
C 5.405 -0.855 -3.916
C 6.701 -0.208 -3.355
C 6.934 -0.545 -1.816
O 6.190 0.368 -1.048
C 6.701 0.318 0.293
N 7.891 -0.740 -4.046
H 4.732 -1.018 -3.074
H 5.608 -1.813 -4.394
H 4.944 -0.210 -4.663
H 6.605 0.824 -3.693
H 8.016 -0.621 -1.712
H 6.601 -1.565 -1.624
H 7.551 0.994 0.387
H 7.092 -0.639 0.638
H 5.970 0.732 0.987
H 8.048 -1.706 -3.799
H 7.854 -0.674 -5.053
C -3.694 5.969 0.335
C -4.631 5.683 1.571
C -5.734 6.820 1.834
O -5.112 8.112 1.755
C -6.033 9.147 2.017
N -5.234 4.373 1.376
H -4.225 6.074 -0.611
H -3.012 5.122 0.262
H -3.153 6.908 0.454
H -4.013 5.583 2.463
H -6.266 6.885 2.783
H -6.532 6.731 1.098
H -6.940 9.341 1.444
H -5.536 10.111 2.128
H -6.621 9.061 2.931
H -5.017 3.806 0.569
H -6.237 4.489 1.377
C -6.080 -6.080 -7.524
C -6.481 -5.460 -6.246
C -6.323 -3.873 -6.274
O -4.898 -3.546 -6.196
C -4.584 -2.186 -5.865
N -7.856 -5.752 -5.856
H -5.011 -5.909 -7.656
H -6.571 -5.770 -8.446
H -6.159 -7.156 -7.375
H -5.772 -5.838 -5.510
H -6.817 -3.485 -5.383
H -6.761 -3.535 -7.213
H -4.160 -1.770 -6.779
H -3.726 -2.378 -5.221
H -5.279 -1.513 -5.364
H -8.014 -6.748 -5.801
H -8.536 -5.282 -6.435
C -1.919 6.922 3.260
C -0.522 7.161 3.840
C 0.070 5.918 4.660
O 1.453 5.975 5.016
C 2.323 5.234 4.042
N 0.247 7.597 2.711
H -2.389 6.340 4.052
H -1.803 6.217 2.436
H -2.597 7.733 2.995
H -0.585 8.002 4.530
H -0.097 4.989 4.115
H -0.598 5.729 5.501
H 2.266 5.902 3.183
H 1.949 4.278 3.674
H 3.333 5.143 4.442
H 1.203 7.867 2.896
H -0.185 8.486 2.505
C -3.479 -3.518 -2.646
C -3.862 -5.013 -2.674
C -5.328 -5.220 -2.203
O -5.612 -6.616 -2.394
C -6.962 -6.970 -2.594
N -3.708 -5.660 -3.938
H -2.501 -3.460 -3.124
H -3.364 -3.014 -1.687
H -4.170 -2.969 -3.285
H -3.162 -5.642 -2.123
H -6.080 -4.592 -2.682
H -5.455 -5.049 -1.134
H -7.528 -6.503 -1.788
H -7.030 -8.051 -2.715
H -7.470 -6.559 -3.467
H -4.279 -6.488 -3.852
H -4.276 -5.155 -4.603
C -4.652 -3.301 3.705
C -3.655 -3.993 2.766
C -4.300 -4.882 1.640
O -4.836 -6.146 2.132
C -5.171 -6.983 1.046
N -2.895 -2.845 2.170
H -5.476 -3.994 3.873
H -5.285 -2.526 3.272
H -4.162 -3.086 4.654
H -2.806 -4.553 3.159
H -3.687 -5.128 0.772
H -5.132 -4.350 1.178
H -6.106 -6.683 0.572
H -5.348 -7.991 1.423
H -4.402 -7.014 0.274
H -2.199 -3.265 1.572
H -2.386 -2.357 2.893
C 5.519 0.932 7.351
C 6.300 1.584 6.192
C 6.412 3.116 6.779
C 7.382 3.843 6.015
C 8.724 3.113 5.756
C 8.550 1.760 5.109
N 7.657 1.035 5.940
O 7.508 -0.177 5.439
C 8.160 1.930 3.683
C 9.937 1.055 5.265
C 5.418 1.619 4.930
H 4.545 1.354 7.598
H 6.081 0.717 8.260
H 5.259 -0.032 6.913
H 5.452 3.626 6.692
H 6.723 3.326 7.802
H 7.472 4.803 6.524
H 6.918 4.054 5.051
H 9.084 3.031 6.781
H 9.520 3.680 5.273
H 7.526 2.795 3.489
H 9.047 1.975 3.051
H 7.641 1.058 3.285
H 10.597 1.731 4.722
H 10.256 0.874 6.292
H 9.999 0.086 4.769
H 5.492 2.485 4.273
H 4.353 1.545 5.150
H 5.451 0.783 4.232
H 7.744 -0.859 6.071
C 1.112 1.519 2.767
C 0.400 1.620 1.372
C 0.842 2.952 0.835
C 0.501 3.195 -0.635
C 1.008 2.027 -1.477
C 0.712 0.613 -0.973
N 1.019 0.520 0.526
O 0.977 -0.740 1.122
C -0.760 0.306 -1.310
C 1.593 -0.468 -1.678
C -0.997 1.433 1.775
H 1.039 0.512 3.177
H 0.667 2.192 3.500
H 2.165 1.746 2.600
H 0.332 3.734 1.397
H 1.924 3.076 0.796
H 0.936 4.054 -1.146
H -0.582 3.241 -0.753
H 2.088 2.057 -1.620
H 0.739 2.057 -2.533
H -1.027 -0.671 -0.908
H -1.509 1.035 -1.002
H -1.007 0.366 -2.370
H 2.663 -0.412 -1.477
H 1.245 -1.450 -1.360
H 1.440 -0.412 -2.756
H -1.107 0.451 2.235
H -1.655 1.425 0.906
H -1.227 2.170 2.544
H 1.871 -1.028 0.923
C 7.542 5.627 -3.849
C 6.142 5.171 -4.298
C 5.982 3.688 -3.653
C 4.521 3.206 -3.782
C 3.684 4.195 -2.926
C 3.731 5.669 -3.506
N 5.147 6.065 -3.671
O 5.255 7.413 -3.969
C 2.865 5.810 -4.810
C 2.942 6.587 -2.447
C 6.009 5.071 -5.875
H 8.409 4.981 -3.991
H 7.606 5.989 -2.823
H 7.546 6.515 -4.482
H 6.746 3.055 -4.105
H 6.310 3.664 -2.614
H 4.433 2.242 -3.280
H 4.227 2.967 -4.804
H 4.125 4.334 -1.939
H 2.648 3.913 -2.741
H 2.727 6.851 -5.103
H 3.191 5.194 -5.648
H 1.835 5.512 -4.614
H 3.387 6.714 -1.460
H 2.825 7.545 -2.953
H 1.955 6.189 -2.209
H 5.453 5.945 -6.215
H 5.256 4.303 -6.054
H 6.924 4.914 -6.446
H 5.828 7.656 -3.239
C 1.754 -5.968 -4.720
C 1.356 -5.878 -6.225
C -0.049 -6.504 -6.423
C -1.347 -5.733 -6.052
C -1.296 -4.328 -6.723
C 0.080 -3.672 -6.594
N 1.263 -4.553 -6.842
O 2.442 -3.862 -7.042
C 0.081 -2.623 -7.770
C 0.191 -2.838 -5.329
C 2.309 -6.692 -7.052
H 1.926 -6.996 -4.401
H 1.015 -5.576 -4.021
H 2.583 -5.266 -4.638
H -0.129 -6.796 -7.470
H -0.233 -7.451 -5.916
H -1.671 -5.600 -5.019
H -2.197 -6.172 -6.574
H -2.058 -3.651 -6.338
H -1.563 -4.573 -7.751
H -0.734 -1.902 -7.832
H 1.020 -2.119 -7.996
H -0.024 -3.133 -8.728
H -0.569 -2.057 -5.352
H 0.074 -3.437 -4.425
H 1.098 -2.237 -5.389
H 2.347 -7.702 -6.643
H 3.297 -6.249 -7.173
H 2.149 -6.723 -8.130
H 2.410 -3.732 -7.992
C -10.390 -0.221 -1.941
C -9.349 -0.457 -0.802
C -8.986 -1.974 -0.667
C -7.751 -2.492 0.089
C -6.484 -1.734 -0.572
C -6.749 -0.204 -0.729
N -8.101 0.195 -1.260
O -8.267 1.598 -1.490
C -6.406 0.398 0.680
C -5.679 0.367 -1.774
C -9.791 0.104 0.513
H -10.127 -0.851 -2.791
H -11.336 -0.687 -1.666
H -10.644 0.795 -2.241
H -9.911 -2.480 -0.390
H -8.992 -2.370 -1.682
H -7.776 -2.193 1.137
H -7.658 -3.578 0.085
H -6.294 -2.181 -1.547
H -5.754 -1.970 0.202
H -7.232 0.176 1.356
H -6.442 1.484 0.596
H -5.406 0.242 1.083
H -4.697 -0.100 -1.698
H -5.498 1.442 -1.793
H -6.020 0.022 -2.750
H -9.428 1.109 0.730
H -10.862 0.038 0.707
H -9.406 -0.421 1.387
H -9.062 1.679 -2.022
C 4.172 -3.614 -1.684
C 4.069 -4.106 -0.202
C 4.849 -5.554 0.019
C 5.076 -5.841 1.501
C 5.801 -4.645 2.151
C 5.087 -3.274 1.966
N 4.694 -3.021 0.602
O 4.083 -1.780 0.424
C 3.874 -3.268 2.960
C 5.963 -2.129 2.601
C 2.597 -4.440 0.095
H 5.212 -3.646 -2.009
H 3.843 -2.594 -1.883
H 3.627 -4.355 -2.268
H 4.256 -6.337 -0.455
H 5.754 -5.578 -0.589
H 5.671 -6.754 1.524
H 4.086 -6.008 1.925
H 6.809 -4.555 1.747
H 5.871 -4.948 3.196
H 3.346 -4.194 3.187
H 4.193 -2.955 3.954
H 3.181 -2.494 2.628
H 6.199 -2.324 3.647
H 6.897 -2.157 2.039
H 5.469 -1.161 2.518
H 1.997 -3.590 -0.231
H 2.584 -4.494 1.184
H 2.146 -5.410 -0.110
H 4.744 -1.296 -0.077
C -2.009 -1.240 7.928
C -1.792 -0.250 6.717
C -3.240 0.209 6.222
C -3.837 1.279 7.127
C -2.845 2.435 7.134
C -1.471 2.201 7.714
N -1.009 0.938 7.096
O 0.273 0.615 7.597
C -0.477 3.263 7.363
C -1.506 2.182 9.311
C -1.032 -0.924 5.618
H -1.030 -1.663 8.154
H -2.703 -2.005 7.581
H -2.373 -0.672 8.785
H -3.425 0.414 5.167
H -3.905 -0.625 6.446
H -4.003 0.765 8.073
H -4.837 1.494 6.749
H -3.245 3.313 7.641
H -2.921 2.840 6.125
H -0.965 4.238 7.354
H 0.258 3.312 8.166
H 0.141 3.206 6.468
H -2.414 1.690 9.659
H -0.691 1.635 9.785
H -1.350 3.177 9.727
H -1.565 -1.808 5.265
H -0.057 -1.246 5.984
H -0.901 -0.327 4.715
H 0.776 0.735 6.788
```

No. 2
Formula: C8F11NO4S3SbSe4W
Source: the Open Molecules 2025 dataset
Level of theory: wB97M-V/def2-TZVPD

The calculation puts the energy at -350123.742 eV. For the HOMO-LUMO gap (spin up / spin down), the calculation gives 6.5 / 5.9 eV. Its spin multiplicity is 3. The LUMO energy (spin up / spin down) comes out at 0.0206 / 0.0017 hartree. The net charge is -1. For the energy above the lowest of the compared OMol25 structures with the same formula, charge and spin, the calculation gives 0.3792 eV.

Geometry as XYZ:
```
33
C8F11NO4S3SbSe4W wB97M-V/def2-TZVPD
W -0.347 0.352 -1.069
Se -1.071 5.067 2.050
Sb -2.750 4.695 0.262
Se 0.197 2.054 -2.720
Se -1.755 2.506 -1.604
Se -2.230 6.718 -0.839
F -3.962 -0.198 3.286
C -3.606 -0.359 2.003
C -2.452 0.247 1.515
F -1.727 0.963 2.383
C -2.117 0.111 0.187
F 0.159 1.331 0.444
C -2.941 -0.660 -0.619
S -2.163 -0.799 -2.184
C -4.071 -1.296 -0.159
F -4.830 -2.067 -0.948
C -4.409 -1.126 1.176
F -5.512 -1.697 1.676
F 5.711 0.584 -1.464
C 4.630 -0.014 -0.938
F 4.763 -1.323 -1.093
F 4.597 0.272 0.365
S 3.141 0.691 -1.832
O 0.560 -1.240 -2.332
O 3.237 0.111 -3.175
N 1.992 -0.016 -0.871
S 1.387 -1.503 -1.102
O 0.310 -1.395 -0.030
O 2.216 -2.648 -1.080
C 3.229 -2.112 1.984
F 3.551 -1.612 3.167
F 2.074 -2.740 2.033
F 4.187 -2.898 1.530
```

No. 3
Formula: C8F12O5S5Zr
Source: the Open Molecules 2025 dataset
Level of theory: wB97M-V/def2-TZVPD

The calculation puts the energy at -106604.569 eV. For the HOMO-LUMO gap, the calculation gives 7.2 eV. The LUMO energy comes out at -0.0551 hartree. For the energy above the lowest of the compared OMol25 structures with the same formula, charge and spin, the calculation gives 0.5137 eV.

Geometry as XYZ:
```
31
C8F12O5S5Zr wB97M-V/def2-TZVPD
Zr 0.550 0.422 -0.072
O -5.331 3.283 -0.339
C -4.344 2.625 -0.191
S -3.262 2.772 1.206
C -2.158 1.505 0.733
C -2.413 0.864 -0.431
S -1.459 -0.455 -1.080
S -3.812 1.380 -1.341
S -0.836 1.125 1.812
F 3.702 -2.926 -0.907
C 2.786 -2.026 -0.616
F 3.305 -0.788 -0.791
F 1.778 -2.120 -1.498
C 2.220 -2.090 0.831
O 1.091 -1.309 0.857
C 3.267 -1.501 1.827
F 4.512 -1.865 1.522
F 3.200 -0.157 1.778
F 3.009 -1.868 3.077
C 1.853 -3.544 1.219
F 1.205 -4.139 0.213
F 1.066 -3.560 2.286
F 2.956 -4.255 1.483
F 2.395 4.654 -0.342
C 2.511 3.369 -0.588
F 3.734 3.103 -1.025
F 2.309 2.692 0.578
S 1.253 2.694 -1.755
O 1.275 3.458 -2.941
O 0.051 2.655 -0.909
O 1.701 1.271 -1.831
```

No. 4
Formula: C8H10
Source: the Open Molecules 2025 dataset
Level of theory: wB97M-V/def2-TZVPD

The calculation puts the energy at -8447.979 eV. For the HOMO-LUMO gap, the calculation gives 6.4 eV. The LUMO energy comes out at -0.0436 hartree. For the energy above the lowest of the compared OMol25 structures with the same formula, charge and spin, the calculation gives 10.2908 eV.

Geometry as XYZ:
```
18
C8H10 wB97M-V/def2-TZVPD
C 0.353 0.663 -2.286
C 0.160 1.404 -0.969
C 0.821 -0.929 0.246
C -0.133 0.504 0.234
C -1.257 0.688 0.982
C -0.253 0.269 1.884
C 0.560 -1.082 1.712
C -0.059 -1.945 0.740
H 0.893 1.181 -3.069
H -0.632 0.200 -2.542
H 1.040 -0.111 -2.010
H 0.949 2.228 -0.862
H -0.771 2.054 -1.189
H -1.075 -1.951 0.668
H -2.312 0.544 0.695
H 0.543 0.869 2.337
H 0.874 -1.570 2.685
H 0.297 -3.015 0.744
```